8 unconnected molecules or ions with the total composition C48H120N8O16, computed with ωB97M-V with the def2-TZVPD basis set.

Properties
Lowest unoccupied orbital energy ... 0.0231 Ha
Electronic energy ... -96392.197 eV
Molar mass ... 1065.53 g/mol
Energy above the lowest of the compared OMol25 structures with the same formula, charge and spin ... 0.5410 eV
SMILES string ... COCCNCCOC.COCCNCCOC.COCCNCCOC.COCCNCCOC.COCCNCCOC.COCCNCCOC.COCCNCCOC.COCCNCCOC

XYZ file:
```
192
Properties=species:S:1:pos:R:3:forces:R:3
O -0.70748 2.26701 2.60068 0.93 -0.23 -0.05
O 0.09724 -2.19171 1.78246 0.18 -0.79 -0.51
O 1.32788 -0.20902 -6.41259 -0.09 0.28 -0.32
O -7.95193 -0.36945 -0.33986 0.12 0.66 0.26
O -1.22667 4.36595 -5.73757 0.25 -0.31 0.40
O 4.87384 -1.09506 0.82380 -0.54 0.18 0.16
O 3.36528 -2.22437 -2.94697 0.31 0.19 -0.31
O -3.52764 -2.74366 3.96598 -0.26 -0.42 0.08
O 1.35965 -6.53559 2.14810 0.30 0.25 0.20
O -0.51986 6.39327 -2.52560 -0.86 -0.52 -0.41
O 4.19100 -0.89354 4.68951 0.37 -0.25 -0.14
O 1.00064 -5.62644 6.19795 -0.02 -0.62 0.14
O -4.35084 -0.13035 -0.23378 0.05 -0.01 0.31
O -3.84595 4.82623 4.99568 0.14 0.26 -0.37
O 4.04447 2.99847 -4.06051 -0.13 0.28 0.20
O -0.66804 1.01495 -2.99672 -0.30 -0.10 0.23
N -1.02071 3.89058 0.10292 0.40 -0.28 0.67
N 4.82025 0.20625 -4.31260 0.36 -0.70 -1.09
N 3.18918 0.38910 2.55490 -0.27 0.56 0.40
N -3.46201 2.56632 2.07461 0.59 -0.28 0.12
N -5.99364 -1.88832 1.40142 -0.75 -0.74 -0.51
N 3.05208 -5.64818 4.43909 -0.42 -0.49 -0.61
N 0.67769 2.51998 -7.30958 -0.59 0.16 0.96
N -0.17497 -1.65756 -1.87077 0.13 1.12 0.85
C 4.41100 -1.60101 5.87593 -0.04 0.23 0.84
C -4.00329 3.03441 3.35163 -0.08 -0.16 -0.39
C 0.81459 -6.11889 0.92693 0.08 -0.14 -0.59
C -3.55025 0.88319 0.34044 0.04 0.10 -0.90
C 0.23526 0.84636 -1.91312 0.54 -0.70 -1.12
C -2.26681 5.25331 -5.42135 -0.24 0.20 -0.46
C 1.37378 -1.60112 -6.20367 -0.07 0.25 -0.46
C -0.41413 4.77881 -6.81094 0.24 0.42 0.10
C 3.38842 0.84641 1.19667 0.10 -1.62 -0.67
C 0.02005 0.23485 -6.71722 -0.37 0.14 0.87
C -8.09076 -0.18475 -1.73688 -0.03 -0.23 0.83
C 0.43960 6.67952 -3.49546 1.26 -0.13 0.08
C -0.03856 -4.97198 6.85646 -0.64 0.86 0.18
C 1.04977 -2.71715 2.68096 -0.39 -0.05 1.32
C 3.87494 0.45954 4.87414 -1.10 0.28 -0.18
C -4.15131 1.35128 1.63887 0.25 0.31 0.11
C -0.25848 4.28453 1.30705 0.54 -0.78 -0.90
C 5.26677 -1.05006 -3.75094 0.62 -0.48 0.72
C -3.96382 -2.42462 2.65716 0.88 0.44 -0.06
C -1.22576 2.29703 -3.10747 -0.14 0.50 -0.53
C -5.44185 -2.11203 2.71366 0.71 0.86 -0.11
C -1.35388 5.00670 -0.76842 -0.07 -0.01 0.37
C -3.31494 4.32010 3.78198 -0.23 -0.37 0.47
C 0.60503 -2.01075 0.46541 -0.40 0.74 0.43
C 3.69572 3.50107 -2.79219 -0.07 -0.63 0.27
C 4.12825 -2.02204 0.06223 0.30 -0.29 -0.03
C 0.31226 3.00708 1.92841 -0.97 0.60 0.27
C 2.78374 -6.52529 2.14288 -0.22 -0.42 0.11
C 2.61408 -3.38739 -2.85129 -0.11 -1.20 0.47
C -2.13384 -2.87837 4.02328 0.29 0.21 -0.44
C -0.14011 5.40995 -1.57962 1.07 1.04 0.63
C -7.43787 -1.91176 1.41710 -0.62 0.78 0.66
C -4.23415 -0.22999 -1.63193 0.16 -0.37 0.25
C 3.46076 0.62247 -3.98428 1.36 0.14 0.32
C -0.21561 0.95101 2.90125 -0.91 0.44 0.41
C -0.13435 1.71751 -6.39545 0.30 -1.02 -0.52
C 4.38832 -2.26758 -3.93930 -0.67 0.40 0.07
C -8.06669 -1.71014 0.05998 0.78 -0.60 -0.16
C 3.28298 -6.78696 3.54210 0.75 0.12 0.36
C -0.57041 -1.73475 -0.44267 0.24 -0.50 -0.74
C 4.67332 0.28068 0.56335 0.99 0.49 0.55
C 0.83276 3.91340 -6.89853 0.19 -0.01 -1.15
C 2.27314 -5.24425 6.67417 0.02 0.56 0.03
C 3.95816 1.14833 3.52642 0.40 -0.35 0.16
C 0.79300 -0.56052 -2.11314 -0.09 -0.62 -0.15
C 3.33139 -5.95255 5.83424 -0.89 0.36 0.43
C 3.15409 1.99103 -4.54267 0.57 0.33 -0.22
C -3.67518 3.95687 6.08206 -0.40 -0.71 -0.07
H -1.02345 -1.30254 -2.31445 0.13 -0.44 -0.36
H 1.34648 7.09469 -3.02236 -0.09 0.02 -0.09
H -1.84041 -3.28691 4.98575 -0.13 -0.09 0.07
H 1.73498 -0.69540 -1.57300 -0.31 -0.11 0.25
H -1.81761 2.62703 -2.24736 0.24 -0.24 0.24
H 4.36519 -6.96389 3.47486 -0.10 0.01 -0.01
H 0.39983 4.53712 -1.97844 -0.49 0.09 -0.40
H -1.00191 -5.39196 6.57115 0.16 -0.23 -0.19
H -1.88672 2.30380 -3.97569 0.03 -0.17 0.00
H -1.23066 -2.60538 -0.42817 -0.31 0.30 0.54
H 3.14173 -7.34544 1.49570 -0.01 0.33 -0.05
H -4.88196 -1.05749 -1.91559 -0.18 0.21 -0.22
H 3.34157 1.93271 1.14124 0.05 0.05 -0.07
H -1.62640 -1.91405 3.87697 -0.09 0.07 0.09
H -7.47659 -2.29980 -0.65786 -0.37 -0.35 0.01
H 0.19461 1.82992 -5.36306 0.17 0.24 -0.06
H 1.25004 -1.12212 0.53682 0.26 -0.36 -0.42
H -3.92635 2.23936 4.11060 0.08 0.17 0.10
H -0.88031 4.91721 1.94764 0.21 -0.16 0.45
H 1.80572 -3.45849 -3.58000 -0.13 0.15 -0.03
H -0.26930 -6.19012 0.97043 -0.03 0.14 0.23
H -1.82987 3.42875 0.51820 -0.35 0.27 -0.68
H -0.44879 3.03986 -3.32912 -0.03 0.03 0.19
H 3.80806 -2.82593 0.72722 0.02 -0.06 0.06
H -3.55132 1.73466 -0.35651 0.12 0.12 0.16
H 0.68363 -2.11520 -6.87922 -0.17 -0.10 0.16
H -5.07241 3.23742 3.23316 0.01 0.03 -0.04
H 3.33377 2.00968 -5.61772 -0.34 -0.26 -0.05
H -0.98245 0.49352 3.53412 0.14 -0.06 -0.05
H 3.75323 2.70229 -2.03567 0.03 0.15 0.06
H -2.14246 4.73671 -1.47308 -0.09 -0.08 0.16
H 3.63470 -1.41706 6.63620 -0.17 0.02 -0.27
H 2.84571 -7.71211 3.94991 -0.11 0.06 -0.18
H 3.42830 -0.58975 2.67236 0.06 0.03 -0.33
H 4.94099 -3.20610 -3.82035 0.22 0.14 0.05
H -2.47038 2.28679 2.24641 -0.97 0.51 -0.16
H -1.69251 5.86197 -0.16263 -0.12 0.11 -0.35
H -3.22209 -0.50812 -1.94581 0.16 0.16 0.06
H 1.13147 -2.88723 0.06941 0.22 0.07 0.32
H 1.79059 -3.39762 2.25448 -0.02 0.20 -0.30
H -2.82935 3.26446 5.98090 0.40 0.48 -0.04
H -1.06284 -0.81786 -0.11111 -0.29 -0.16 0.19
H 2.35351 -4.15233 6.56780 0.18 0.03 -0.05
H 1.13110 -6.75755 0.08841 0.12 -0.07 0.14
H 1.10667 1.50757 -2.03937 -0.32 0.42 0.34
H -0.07125 5.81690 -6.65308 -0.13 -0.05 0.04
H 2.34938 -5.46278 7.74526 0.18 -0.17 -0.03
H -1.21475 1.91412 -6.38951 0.08 0.32 -0.18
H -0.71022 -0.25548 -6.04923 0.15 -0.21 -0.17
H 5.02222 1.21874 3.25375 -0.02 0.18 -0.05
H -3.70447 -3.18691 1.90985 -0.31 -0.41 0.29
H -5.68837 -1.05081 0.91507 0.36 -0.11 0.35
H 6.23893 -1.35787 -4.15406 -0.02 0.51 -0.29
H 1.12747 -1.79761 -5.15937 0.02 -0.44 0.06
H 0.25387 2.46345 -8.22962 0.15 0.17 -0.03
H -3.58821 4.56868 6.97213 0.01 -0.11 0.23
H 3.20833 -4.31285 -2.92415 0.31 0.24 -0.37
H 3.18271 -5.55860 1.79272 -0.17 -0.16 -0.07
H 2.82339 0.52051 5.19611 0.03 0.02 0.22
H 4.79591 -2.43396 -0.69653 -0.23 -0.10 -0.18
H -3.48520 5.07618 3.01898 0.15 0.09 -0.01
H -7.86358 -1.11890 2.06700 0.11 0.04 -0.03
H -3.34127 -1.57206 2.33644 -0.44 0.28 -0.17
H -9.10461 -2.05565 0.10956 -0.11 0.10 -0.30
H 0.71624 1.03763 3.46070 0.13 -0.29 -0.21
H -2.51497 0.53256 0.41754 0.08 0.04 0.23
H 0.08638 7.40888 -4.22073 -0.38 0.07 0.21
H -4.50571 0.71682 -2.10835 -0.13 -0.09 -0.15
H -1.89845 6.23347 -5.10154 0.08 0.01 -0.10
H 3.96296 -2.26282 -4.95183 -0.07 -0.04 0.05
H -2.90995 5.36576 -6.30327 -0.12 0.22 0.11
H -0.12296 0.34539 1.99456 0.30 0.09 0.07
H 0.77245 5.79618 -4.06197 -0.25 -0.11 0.13
H -7.38908 -0.85512 -2.24252 -0.22 0.00 -0.34
H -5.53625 -1.21565 3.34613 -0.22 -0.13 0.26
H 3.23527 -1.62649 -0.42164 0.16 0.27 -0.02
H 2.04536 -5.50326 4.37385 0.12 0.19 0.09
H -4.52288 3.26398 6.14955 -0.20 0.25 0.31
H 3.54017 2.15352 3.62672 0.10 0.07 -0.06
H -2.86564 4.85138 -4.60691 0.13 -0.22 0.02
H -7.83340 0.84698 -1.95599 -0.03 0.08 -0.03
H 0.64936 4.83635 1.04186 -0.28 0.25 -0.22
H -0.24604 -0.02922 -7.75064 0.07 0.16 -0.03
H 5.45466 -0.95313 -2.66559 -0.17 -0.16 0.05
H -0.96881 4.78227 -7.76420 -0.05 -0.17 0.12
H 2.21320 -3.47421 -1.84072 -0.37 0.43 -0.07
H 1.41383 3.99976 -5.97759 -0.14 -0.28 0.11
H 1.11562 3.27879 2.62189 0.04 -0.26 0.12
H -0.28735 0.98822 -0.96285 0.24 0.20 0.11
H -2.24610 4.14574 3.93892 0.15 -0.01 -0.30
H 1.53308 -1.93721 3.28619 0.28 0.14 -0.52
H 5.34659 -1.28289 6.35599 0.10 -0.19 -0.17
H -7.81846 -2.82556 1.88179 0.23 -0.26 -0.30
H 3.23757 -7.01682 6.08388 0.21 -0.13 -0.23
H 3.38801 0.62541 -2.88298 -0.73 -0.16 -0.09
H 1.11873 -5.09735 0.66919 -0.10 0.07 0.11
H 2.11889 2.27792 -4.32341 -0.04 -0.07 -0.06
H 0.01056 -5.00481 7.95308 0.30 -0.24 -0.05
H 4.41845 -2.66742 5.66846 0.15 -0.01 -0.19
H 1.10147 -0.71036 -3.15032 -0.07 0.54 -0.05
H 4.39882 4.28402 -2.51864 0.00 0.05 -0.10
H -0.06572 -3.90504 6.58195 0.09 -0.05 0.03
H -5.95435 -2.93566 3.20837 -0.08 -0.07 -0.06
H 5.56000 0.70280 1.05189 -0.16 0.33 -0.21
H 2.66583 3.88621 -2.75779 0.08 0.10 -0.18
H 1.46346 4.34494 -7.68788 -0.05 0.25 0.22
H -9.13411 -0.37898 -1.99911 0.09 -0.08 -0.47
H 5.56528 0.87057 -4.17202 -0.44 0.55 0.08
H 4.31189 -5.58720 6.13639 0.17 -0.13 -0.01
H 0.50108 -3.29384 3.43574 -0.03 -0.14 -0.23
H 4.47877 0.96934 5.63074 0.29 -0.16 -0.05
H 2.36556 -1.94744 -6.48207 0.19 -0.02 0.32
H 2.60330 0.41222 0.55911 -0.32 0.45 0.22
H 0.60782 5.90916 -0.92613 -0.18 -0.31 0.00
H -4.06542 0.61031 2.44751 -0.38 -0.31 -0.30
H 2.81971 -0.09683 -4.48179 -0.46 0.01 0.44
H 4.73261 0.52350 -0.50720 -0.11 -0.12 0.01
H -1.76651 -3.50985 3.20594 -0.01 -0.21 0.14
H -5.19781 1.56226 1.39730 -0.05 -0.01 0.42
H 0.68234 2.37826 1.11722 0.35 0.13 -0.10
```
Positions in Å, forces in eV/Å.

Löwdin population analysis, charges in e, atoms 1 to 4:
1. O -0.2425
2. O -0.2015
3. O -0.1942
4. O -0.1981

***

C3H5Cl2F in the gas phase, computed with ωB97M-V with the def2-TZVPD basis set.

Properties
Lowest unoccupied orbital energy ... 0.0314 Ha
Electronic energy ... -30954.252 eV
Molar mass ... 130.98 g/mol
Energy above the lowest of the compared OMol25 structures with the same formula, charge and spin ... 0.2393 eV
SMILES string ... FC[C@H](Cl)CCl

XYZ file:
```
11
Properties=species:S:1:pos:R:3:forces:R:3
Cl -1.41622 -2.17187 -0.63508 -0.71 -1.05 -0.34
Cl -0.00884 0.29838 -2.16761 0.06 0.11 0.78
F -0.14567 1.81633 0.58422 -1.37 1.22 0.82
C -0.97340 -0.70834 0.21498 0.51 -0.26 -1.66
C 0.83582 0.93095 0.40366 2.52 -0.30 -1.26
C 0.30510 -0.21343 -0.43194 -1.07 1.75 -0.17
H -0.77831 -1.00988 1.20173 0.21 -0.06 1.47
H 1.67597 1.47493 -0.07085 -0.38 -0.40 -0.28
H -1.78951 -0.01855 0.13814 -0.21 0.43 0.09
H 0.99097 -0.98820 -0.56946 1.15 -1.20 0.21
H 1.30407 0.58968 1.33220 -0.70 -0.24 0.34
```
Positions in Å, forces in eV/Å.

natural (NBO) population analysis, charges in e, atoms 1 to 4:
1. Cl -0.0462
2. Cl -0.0801
3. F -0.3446
4. C -0.3965

***

C28H36N2O4 in the gas phase, computed with ωB97M-V with the def2-TZVPD basis set.

Properties
Lowest unoccupied orbital energy ... 0.0222 Ha
Electronic energy ... -40790.370 eV
Molar mass ... 464.61 g/mol
Energy above the lowest of the compared OMol25 structures with the same formula, charge and spin ... 0.0428 eV
SMILES string ... CCO[C@H]1OC(C(=O)N2CCN(Cc3ccccc3)CC2)=C[C@@H](c2ccccc2)[C@@H]1CCCO

XYZ file:
```
70
Properties=species:S:1:pos:R:3:forces:R:3
O -2.17676 6.28043 -0.47109 0.13 0.43 0.19
O -0.89002 0.58380 0.98760 0.16 -0.42 -0.09
O -3.09573 0.78175 1.71226 0.08 -0.05 -0.12
O -0.28971 -2.71110 0.07930 -0.12 -0.06 -0.14
N 3.89262 -0.88818 -0.44072 0.01 0.06 -0.13
N 1.30806 -1.23275 0.66042 0.15 -0.05 0.21
C 6.66608 -2.52617 -2.06215 -0.07 0.09 0.03
C -2.90945 0.49084 -1.11557 -0.07 0.17 0.26
C 2.30084 -2.28292 0.76512 0.06 -0.45 -0.17
C 1.91839 0.07252 0.60295 0.10 0.49 -0.39
C -6.85565 -0.85317 -0.05369 -0.11 -0.02 0.05
C -2.54903 1.78450 -0.35296 0.22 -0.17 0.01
C 2.87973 0.13753 -0.58729 -0.06 0.11 0.28
C 3.27022 -2.20066 -0.41186 -0.08 -0.11 0.28
C -0.94527 -0.45461 0.08396 -0.42 0.12 -0.27
C -4.28969 -0.01034 -0.73471 -0.08 -0.14 -0.20
C 8.26549 -3.29690 -0.44904 0.08 -0.09 -0.03
C -2.47895 4.93840 -0.77118 0.12 -0.43 0.09
C -1.50367 2.60243 -1.12131 -0.03 0.06 0.30
C -5.40220 0.73270 -1.11023 0.06 -0.07 0.01
C -6.67649 0.31764 -0.77020 -0.11 0.08 -0.02
C 4.92711 -0.80328 -1.45752 -0.05 0.09 0.03
C 7.74893 -3.32365 -1.73234 0.10 -0.08 -0.03
C 7.69613 -2.46767 0.50370 0.03 0.02 0.07
C -2.82689 0.42819 3.05854 0.06 -0.10 0.29
C 0.05555 -1.55496 0.26817 -0.08 -0.12 0.13
C -1.26967 4.01694 -0.59006 -0.23 0.04 -0.24
C -1.85250 -0.54135 -0.88663 0.23 0.17 0.04
C -4.47770 -1.18725 -0.02481 -0.07 -0.01 -0.12
C -5.75325 -1.60415 0.31369 -0.02 -0.09 0.03
C -4.09249 -0.16926 3.64717 0.31 0.21 -0.25
C 6.09408 -1.68949 -1.11494 0.06 -0.03 -0.10
C 6.61938 -1.66699 0.17169 0.01 0.02 -0.03
C -2.04508 1.39393 1.04305 -0.30 0.90 0.05
H -0.43182 4.45779 -1.13587 0.00 0.05 0.08
H -0.99288 3.98581 0.46682 0.07 0.06 0.05
H -4.90301 0.55190 3.59022 -0.12 0.05 0.04
H -2.00298 -0.29651 3.09805 -0.09 0.12 0.01
H -7.85029 -1.17904 0.21362 -0.07 -0.03 0.02
H -3.62345 -1.77808 0.26857 0.09 -0.05 0.06
H 2.48823 0.22334 1.52578 -0.05 0.07 -0.05
H -4.37843 -1.05005 3.08015 -0.06 -0.12 -0.01
H 2.71853 -2.40553 -1.34750 0.04 -0.01 0.02
H -2.51989 1.32759 3.61609 0.01 -0.10 -0.06
H -3.45632 2.37393 -0.20987 0.03 -0.03 0.02
H 9.10833 -3.92102 -0.19112 0.06 -0.05 0.02
H -5.27071 1.64445 -1.67752 0.02 0.11 -0.06
H 4.53934 -1.06102 -2.45968 0.05 0.04 0.05
H 2.30389 0.01697 -1.52500 0.02 0.03 0.04
H 3.36809 1.11508 -0.60514 -0.02 -0.01 -0.04
H -1.83827 -1.40609 -1.52999 0.10 -0.18 0.04
H 4.05215 -2.95391 -0.29827 -0.08 -0.03 -0.02
H -1.82344 2.67924 -2.16313 0.03 -0.07 -0.06
H -7.53155 0.90773 -1.06750 -0.07 0.04 -0.02
H -2.79367 4.94140 -1.81747 -0.03 -0.10 0.05
H -1.87603 6.33489 0.44278 -0.04 0.01 -0.07
H 1.16204 0.84886 0.52506 0.11 -0.06 0.02
H 8.18695 -3.96975 -2.47904 0.04 -0.06 -0.05
H -5.88678 -2.52242 0.86757 -0.01 -0.08 0.04
H 6.26360 -2.55422 -3.06515 -0.07 0.00 -0.09
H -3.92465 -0.44405 4.68471 -0.02 -0.05 0.11
H -2.93851 0.72716 -2.18741 0.03 0.01 0.10
H -0.55497 2.06018 -1.10913 0.00 -0.04 -0.11
H 1.78284 -3.24244 0.76689 0.11 0.12 0.05
H -3.32072 4.59283 -0.15505 0.02 0.00 -0.14
H 6.16576 -1.02068 0.90750 -0.06 0.06 0.10
H 5.27203 0.23634 -1.49056 -0.08 -0.04 -0.07
H -1.70113 2.27859 1.61206 -0.09 -0.24 -0.13
H 8.09578 -2.44468 1.50712 0.03 0.01 0.08
H 2.84952 -2.15134 1.70212 0.00 -0.02 -0.03
```
Positions in Å, forces in eV/Å.

natural (NBO) population analysis, charges in e, atoms 1 to 4:
1. O -0.7124
2. O -0.5333
3. O -0.5459
4. O -0.6225

***

Question: Among the records above, which one has the highest energy above the lowest of the compared OMol25 structures with the same formula, charge and spin?
Answer: C48H120N8O16

***

Question: The highest energy above the lowest of the compared OMol25 structures with the same formula, charge and spin belongs to which entry?
Answer: C48H120N8O16